1.
{"formula": "C7H6Cl3N3O2", "method": "ωB97M-V/def2-TZVPD", "elements": ["O", "C", "N", "C", "N", "C", "N", "C", "C", "C", "O", "C", "Cl", "Cl", "Cl", "H", "H", "H", "H", "H", "H"], "xyz": [[-2.58743, -0.44810, -2.40633], [-2.09696, 0.57640, -2.03611], [-0.90839, 0.65530, -1.45833], [0.12572, -0.23974, -1.42525], [0.70009, -0.41520, -0.04268], [0.86637, 0.63217, 0.79124], [1.15323, 0.53377, 2.03298], [1.24640, -0.66747, 2.62894], [1.29776, -1.79274, 1.83236], [0.72937, -1.73789, 0.51409], [0.25577, -2.65639, -0.12751], [1.19998, 0.11570, -2.49350], [0.45274, -0.24054, -4.06489], [2.62281, -0.88354, -2.12660], [1.67751, 1.86085, -2.27102], [-2.70104, 1.50047, -2.10391], [-0.51510, 1.53160, -0.96730], [-0.32809, -1.18032, -1.70629], [0.80024, 1.65687, 0.39703], [1.57009, -0.48640, 3.64520], [1.56873, -2.74650, 2.11309]], "forces_ev_per_angstrom": [[-0.2310, -1.2492, -0.7802], [-2.1846, 0.2753, -0.1079], [2.4685, 4.9183, 3.0135], [0.7458, -2.2605, 0.3017], [-0.9546, -0.0967, -0.7055], [0.3117, 0.7279, -0.2038], [-1.0672, 1.8361, 0.1616], [1.9320, -1.0273, -1.5247], [-0.9327, 2.0234, 0.8170], [-0.5628, 0.3121, -1.1978], [0.5899, 0.0647, 0.3091], [0.2180, -0.1691, 1.0264], [0.6767, 0.4286, 0.3612], [-0.0758, 0.1155, -0.7337], [-0.1500, -0.6835, -0.5694], [0.6158, 0.2221, 0.2362], [-2.0773, -1.1214, -1.7024], [0.5193, -0.7238, 0.0019], [0.0992, -0.5651, -0.1003], [-0.2424, -1.1784, 0.3380], [0.3017, -1.8490, 1.0590]], "smiles": "O=CN[C@H](n1cnccc1=O)C(Cl)(Cl)Cl", "e_homo_ev": -9.48, "de_lowest_kj_mol": 0.0}

***

2.
{"formula": "C4H5NO4", "method": "ωB97M-V/def2-TZVPD", "elements": ["C", "C", "C", "C", "N", "O", "O", "O", "O", "H", "H", "H", "H", "H"], "xyz": [[1.49633, -0.21946, 1.00139], [0.88496, -1.26127, 0.38452], [1.33900, 0.89077, 0.06587], [0.55575, 0.43042, -1.18964], [0.51961, -0.83571, -0.96847], [1.86062, 2.97998, -0.59295], [-2.61269, -0.61587, 0.37788], [1.95580, 1.97753, 0.20436], [-2.72649, 0.19836, -0.70216], [1.63151, -0.17260, 2.07528], [0.84699, -2.35143, 0.58850], [0.08835, -1.60409, -1.59882], [-2.39264, 1.11728, -0.50386], [-3.44710, -0.53392, 0.85808]], "forces_ev_per_angstrom": [[-1.5839, -0.2328, 0.0953], [1.2531, -0.4419, -1.1098], [-1.5728, -2.3946, -1.3875], [1.1289, 1.9433, -0.1305], [-1.2510, -3.6877, 0.5137], [-0.3164, 0.8129, -1.1068], [0.7097, -1.0003, 2.1533], [1.0517, 0.5918, 1.9311], [-0.4063, 2.2736, -2.4411], [0.6977, 0.0586, -0.2791], [-0.2240, 1.1175, 0.2847], [0.7617, 2.2840, 1.2258], [-0.1254, -1.4080, 0.3787], [-0.1230, 0.0835, -0.1277]], "e_homo_ev": [-8.77, -8.76], "de_lowest_kj_mol": 1077.3}

***

3.
{"formula": "H4N2O2Si", "method": "ωB97M-V/def2-TZVPD", "elements": ["O", "N", "Si", "O", "H", "N", "H", "H", "H"], "xyz": [[2.43221, 2.37293, -0.53213], [1.99189, 1.39740, 0.07073], [2.22372, -0.25493, 0.31588], [2.34608, -1.35550, -0.70768], [1.81632, -0.52423, 1.68183], [-2.46580, -0.48594, -0.27635], [-2.99873, -1.11296, 0.51064], [-2.20137, 0.45026, -0.04569], [-3.14431, -0.48703, -1.01723]], "forces_ev_per_angstrom": [[-0.8745, -2.0022, 1.1772], [0.8346, 3.3486, -1.3608], [-0.4798, -1.5768, 0.2442], [0.3775, -0.0264, -0.4179], [0.1225, 0.2277, 0.3351], [-1.6545, -3.3261, 1.8722], [2.0710, 2.7301, -2.1065], [-0.3653, 0.3098, 0.6978], [-0.0315, 0.3152, -0.4414]], "smiles": "O=N[SiH]=O.N", "e_homo_ev": [-10.04, -10.04], "de_lowest_kj_mol": 143.5}

***

4.
{"formula": "C10H21CoN8", "method": "ωB97M-V/def2-TZVPD", "elements": ["Co", "N", "C", "C", "N", "C", "C", "N", "C", "C", "N", "H", "H", "H", "H", "H", "H", "H", "H", "H", "H", "H", "H", "H", "H", "H", "H", "H", "H", "N", "C", "C", "C", "N", "C", "N", "N", "H", "H", "H"], "xyz": [[0.16699, -0.83636, -0.84291], [-1.15268, -0.41955, -2.31641], [-2.27135, 0.40537, -1.80424], [-1.67484, 1.49902, -0.94954], [-0.85642, 0.88628, 0.10501], [-1.71210, 0.41556, 1.21982], [-1.38249, -1.00242, 1.64715], [-1.27691, -1.87141, 0.45139], [0.22614, 1.77241, 0.55977], [1.22224, 2.05878, -0.56054], [1.55058, 0.83883, -1.34549], [-0.64834, 0.10965, -3.02303], [-1.51044, -1.24433, -2.78754], [-2.92038, -0.24071, -1.21362], [-2.87345, 0.82668, -2.61019], [-2.45521, 2.14689, -0.53859], [-1.04049, 2.12348, -1.57873], [-2.75365, 0.45285, 0.89344], [-1.63023, 1.08609, 2.07861], [-2.14526, -1.35243, 2.34471], [-0.43439, -1.03458, 2.17333], [-2.20047, -2.03183, 0.06010], [-0.92995, -2.78242, 0.73434], [0.72561, 1.27564, 1.38926], [-0.16386, 2.72316, 0.94179], [2.11684, 2.49750, -0.11701], [0.82379, 2.80406, -1.24724], [2.42998, 0.45580, -1.01345], [1.71823, 1.09507, -2.31221], [1.48708, -1.25547, 0.48632], [1.98063, -0.83487, 1.46108], [2.51344, -0.30119, 2.59622], [3.56104, 0.65253, 2.45895], [4.36442, 1.45956, 2.28654], [1.84406, -0.57826, 3.82301], [1.22164, -0.79489, 4.76757], [0.89877, -2.51930, -1.93708], [0.21653, -3.24501, -2.13278], [1.60327, -2.93309, -1.33214], [1.36162, -2.30711, -2.81563]], "forces_ev_per_angstrom": [[-0.5192, 0.1978, -0.3469], [0.1402, -0.0165, 0.1548], [-0.0817, 0.0326, -0.0730], [0.0021, -0.0112, -0.0471], [0.1652, -0.1209, 0.1341], [-0.0026, 0.0209, -0.0219], [-0.0473, -0.0617, -0.0419], [-0.0019, -0.0568, 0.0151], [-0.0218, 0.0085, -0.0215], [0.0739, 0.0104, -0.0028], [0.0767, -0.0768, -0.0675], [-0.0385, -0.0143, -0.0464], [-0.0231, -0.0058, 0.0036], [-0.0063, 0.0031, -0.0118], [0.0115, -0.0221, -0.0343], [0.0097, 0.0046, 0.0156], [-0.0289, 0.0032, 0.0059], [0.0030, 0.0220, 0.0017], [-0.0089, 0.0114, -0.0098], [-0.0090, 0.0000, 0.0047], [0.0584, -0.0262, 0.0303], [-0.0242, -0.0465, 0.0769], [0.0076, 0.0059, 0.0131], [0.0079, 0.0176, 0.0420], [-0.0194, 0.0063, -0.0208], [0.0150, -0.0106, -0.0141], [0.0053, 0.0140, 0.0169], [-0.0020, 0.0041, -0.0013], [0.0438, 0.0644, 0.0249], [0.1253, -0.0238, 0.2187], [0.0194, -0.0302, -0.0815], [0.0416, -0.0255, 0.1323], [-0.1523, -0.0175, 0.0711], [0.0345, -0.0212, -0.0563], [0.0718, 0.1252, -0.0946], [-0.0014, -0.0568, -0.0002], [0.0513, 0.1503, 0.0377], [0.0237, -0.0252, -0.0154], [-0.0065, 0.0195, 0.0250], [0.0069, -0.0523, -0.0151]], "e_homo_ev": [-11.05, -11.04], "spin_multiplicity": 2, "charge": 1}

***

5.
{"formula": "C19H19F4MoN3O7", "method": "ωB97M-V/def2-TZVPD", "elements": ["Mo", "C", "C", "N", "C", "C", "C", "C", "N", "C", "C", "F", "C", "F", "C", "C", "F", "C", "F", "H", "H", "H", "H", "H", "H", "H", "H", "H", "H", "H", "H", "H", "H", "H", "O", "C", "O", "C", "C", "C", "C", "C", "N", "C", "O", "O", "H", "H", "H", "H", "O", "O", "O"], "xyz": [[0.38974, 0.12557, -0.05188], [-1.53866, -2.58739, 0.16613], [-0.81573, -2.57566, -1.16507], [-0.45089, -1.20717, -1.72108], [0.66063, -1.41070, -2.75036], [1.29480, -0.16147, -3.43798], [-1.65093, -0.51970, -2.26717], [-1.64926, 1.03878, -2.06617], [-1.17583, 1.44189, -0.71091], [-2.11379, 1.93434, 0.17266], [-1.83320, 1.64039, 1.50967], [-0.71981, 0.88104, 1.64855], [-2.60460, 2.04828, 2.56390], [-2.28046, 1.71569, 3.82014], [-3.72989, 2.81355, 2.32177], [-4.02909, 3.14436, 1.01301], [-5.10677, 3.90248, 0.77160], [-3.24291, 2.72618, -0.04927], [-3.58049, 3.13226, -1.28777], [-1.72939, -3.61973, 0.47551], [-0.87835, -2.07542, 0.96080], [-2.50346, -2.07365, 0.13064], [0.10725, -3.14427, -1.01582], [-1.41280, -3.12795, -1.90384], [1.47536, -1.93227, -2.23774], [0.30602, -2.07562, -3.54508], [1.58449, 0.64929, -2.65722], [2.19683, -0.46650, -3.98788], [0.61156, 0.28125, -4.16498], [-1.78827, -0.75704, -3.32824], [-2.54875, -0.89237, -1.76972], [-1.00326, 1.48790, -2.81648], [-2.65193, 1.39327, -2.31102], [-4.35487, 3.15228, 3.13450], [4.56875, 0.92875, -0.60206], [3.34370, 0.55845, -0.21429], [2.35135, 0.81290, -0.83674], [3.23249, -0.20432, 1.04706], [4.25710, -0.58200, 1.88295], [3.92111, -1.30331, 3.02304], [2.59636, -1.61885, 3.28031], [1.62345, -1.20170, 2.39063], [1.93389, -0.49492, 1.28037], [0.13212, -1.49595, 2.54118], [-0.26172, -2.14073, 3.48848], [-0.55929, -0.99343, 1.56932], [4.40264, 1.40507, -1.43396], [5.28081, -0.32450, 1.65423], [4.69177, -1.62491, 3.71156], [2.30263, -2.18378, 4.15420], [1.42336, 1.98026, 0.23451], [0.92523, 2.86953, 1.06035], [0.60095, 0.73156, -1.67434]], "forces_ev_per_angstrom": [[-1.0852, 5.6070, -6.3206], [0.0544, -0.8429, -0.3427], [-0.4282, -0.4715, -0.6307], [-0.2213, -2.2442, 0.8308], [0.2843, 0.6348, -0.1342], [0.9587, -0.2621, -0.7089], [-0.2813, 0.9756, 0.3042], [0.1401, -0.2107, -0.3659], [-2.4569, -1.2023, 0.1459], [0.4978, -0.4308, 0.0316], [-0.4310, 0.7412, -0.4209], [-0.6458, 4.6345, 1.9328], [0.1289, 0.0228, 0.0941], [0.0803, -0.0347, -0.0562], [-0.1714, 0.0952, -0.0021], [0.2437, -0.1708, 0.2289], [0.0229, -0.0105, -0.1355], [-0.1627, 0.1239, 0.0183], [0.0159, -0.0170, -0.0496], [-0.0583, -0.0486, -0.3230], [-2.3832, -2.7289, -2.4971], [0.0483, 0.0593, 0.0563], [0.1282, 0.2070, -0.2800], [0.2117, 0.1235, -0.2813], [-0.2088, -0.0626, 0.1636], [-0.2390, -0.1002, 0.2056], [0.5650, -1.6362, -2.8581], [-0.2462, -0.4002, -0.1197], [-0.0240, 0.0860, 0.1008], [0.2151, 0.0255, -0.0277], [0.2612, -0.2152, 0.2322], [-0.0709, 0.0829, 0.0288], [-0.0716, -0.0748, 0.4028], [0.0020, -0.0098, -0.0047], [-0.4390, 0.0580, 0.0605], [1.7529, -0.5575, 0.0657], [6.7747, -3.0451, -0.8272], [-0.4844, 0.1382, -0.1640], [-0.0987, 0.0057, 0.0739], [-0.0804, -0.1016, 0.1551], [0.1926, 0.0605, 0.0574], [-0.2105, 0.3514, -0.7249], [1.1948, -1.3900, 1.5191], [0.6092, 0.4308, 0.3504], [-0.0519, 0.0378, -0.1482], [2.5905, -1.7309, 2.5727], [0.3876, 0.0810, 0.0355], [-0.0340, 0.0449, -0.0649], [0.0129, 0.0171, -0.0371], [-0.0889, 0.0171, -0.0463], [-2.7928, 3.3695, 3.8408], [-0.1145, -0.0478, 0.0115], [-3.7929, 0.0164, 4.0523]], "e_homo_ev": [-7.44, -7.56], "de_lowest_kj_mol": 1101.8, "spin_multiplicity": 3}

***

6.
{"formula": "C2H4BrNO3", "method": "ωB97M-V/def2-TZVPD", "elements": ["C", "C", "N", "O", "O", "O", "Br", "H", "H", "H", "H"], "xyz": [[-1.25464, -0.87869, 0.75199], [0.82555, -0.10683, -0.49839], [0.56227, 1.11811, 0.11979], [0.92911, 1.28343, 1.29123], [-0.11135, 1.85746, -0.59707], [0.55685, -0.15764, -1.83422], [2.26484, -0.95008, 0.28774], [-0.99291, -0.12253, 1.54194], [-2.08451, -0.86071, 0.08671], [-0.77111, -1.89281, 0.84828], [0.07590, 0.71029, -1.99800]], "forces_ev_per_angstrom": [[2.8923, -0.7780, 0.8095], [-1.0217, -1.1530, -1.0953], [-0.2099, 0.1586, 0.9591], [-0.7016, 0.7618, -1.3382], [-0.1836, 1.3224, 0.5475], [0.3968, 0.5105, 1.5367], [0.3217, -0.8606, -0.4895], [-0.7618, -0.9367, -1.0268], [-0.5008, 0.5185, -0.2709], [-0.6653, 1.2718, 0.1128], [0.4337, -0.8153, 0.2550]], "e_homo_ev": [-9.32, -9.03], "de_lowest_kj_mol": 364.9}

***

Q: Which formula does entry 4 have?
A: C10H21CoN8